Density functional theory data (the ωB97M-V functional and the def2-TZVPD basis) for a cluster of 2 separate species, C4H8NO3 in total in a non-equilibrium geometry.

Each line ends with the Mulliken charge.
CARTESIAN COORDINATES (ANGSTROEM)
C (0.172, -0.113, -2.335)  -0.87
C (-1.395, -0.052, -2.021)  0.57
O (-1.897, -0.362, -0.883)  -0.80
O (-1.956, 0.326, -3.063)  -0.69
H (0.555, 0.875, -2.017)  0.19
H (0.341, -0.007, -3.393)  0.33
H (0.578, -1.054, -1.966)  0.23
C (1.428, 0.191, 1.412)  -0.50
C (0.233, 0.270, 2.304)  0.54
O (0.365, 0.634, 3.495)  -0.70
N (-0.923, -0.226, 1.768)  -0.28
H (-1.718, -0.130, 2.303)  0.21
H (-1.082, -0.384, 0.716)  0.29
H (1.889, -0.799, 1.840)  0.17
H (2.224, 0.990, 1.514)  0.25
H (1.185, -0.159, 0.326)  0.06

The total energy comes out at -437.768359 a.u. The total charge is -1.

***

Density functional theory data (the ωB97M-V functional and the def2-TZVPD basis) for a cluster of 2 separate species, C4H8NO3 in total in a non-equilibrium geometry.

Each line ends with the Mulliken charge.
CARTESIAN COORDINATES (ANGSTROEM)
C (-3.200, -0.162, -0.117)  -0.97
C (-1.830, 0.618, -0.314)  0.68
O (-1.695, 1.528, 0.537)  -0.70
O (-1.151, 0.244, -1.284)  -0.82
H (-3.120, -1.268, -0.128)  0.28
H (-3.895, 0.083, -0.919)  0.21
H (-3.670, -0.034, 0.871)  0.29
C (1.604, 0.723, 0.935)  -0.56
C (2.130, -0.549, 0.324)  0.54
O (3.138, -1.122, 0.709)  -0.68
N (1.429, -1.079, -0.742)  -0.31
H (1.737, -1.995, -1.018)  0.20
H (0.484, -0.743, -0.933)  0.31
H (2.206, 1.614, 0.724)  0.21
H (1.520, 0.560, 2.003)  0.20
H (0.658, 1.055, 0.485)  0.14

The total energy comes out at -437.791527 a.u. The total charge is -1.

***

Density functional theory data (the ωB97M-V functional and the def2-TZVPD basis) for a cluster of 2 separate species, C4H8NO3 in total in a non-equilibrium geometry.

Each line ends with the Mulliken charge.
CARTESIAN COORDINATES (ANGSTROEM)
C (-0.133, 2.354, 1.073)  -0.81
C (1.177, 1.867, 1.551)  0.62
O (1.795, 2.381, 2.473)  -0.68
N (1.681, 0.766, 0.904)  -0.29
H (2.630, 0.486, 1.141)  0.19
H (1.160, 0.353, 0.141)  0.27
H (-0.838, 1.632, 0.658)  0.23
H (-0.039, 3.054, 0.239)  0.24
H (-0.597, 2.789, 1.960)  0.28
C (-2.244, -2.021, -0.715)  -0.71
C (-0.946, -1.803, -1.577)  0.44
O (-0.057, -1.069, -1.091)  -0.67
O (-0.935, -2.410, -2.671)  -0.73
H (-2.192, -2.966, -0.191)  0.19
H (-3.039, -2.054, -1.462)  0.26
H (-2.392, -1.156, -0.070)  0.18

The total energy comes out at -437.788042 a.u. The total charge is -1.

***

Density functional theory data (the ωB97M-V functional and the def2-TZVPD basis) for a cluster of 2 separate species, C4H8NO3 in total in a non-equilibrium geometry.

Each line ends with the Mulliken charge.
CARTESIAN COORDINATES (ANGSTROEM)
C (2.541, -0.270, -0.613)  -0.56
C (1.993, 0.945, -0.798)  -0.25
O (0.821, 1.249, -0.140)  -0.22
C (-0.280, 0.781, -0.856)  0.29
N (-0.562, -0.584, -1.054)  -0.38
O (-1.027, 1.599, -1.325)  -0.48
H (2.864, -0.826, -1.483)  0.28
H (2.600, -0.683, 0.380)  0.28
H (2.450, 1.714, -1.406)  0.37
H (-0.443, -1.151, -0.200)  0.33
H (-0.026, -0.958, -1.821)  0.26
C (-2.155, -0.385, 1.869)  -0.41
O (-1.051, -1.149, 1.958)  -0.85
H (-3.126, -0.905, 1.625)  0.14
H (-2.455, 0.204, 2.781)  0.20
H (-2.142, 0.420, 1.084)  0.00

The total energy comes out at -437.587260 a.u. The total charge is -1.

***

Density functional theory data (the ωB97M-V functional and the def2-TZVPD basis) for a cluster of 2 separate species, C4H8NO3 in total in a non-equilibrium geometry.

Each line ends with the Mulliken charge.
CARTESIAN COORDINATES (ANGSTROEM)
N (-0.280, 0.444, 0.418)  1.01
O (0.671, 1.276, 0.427)  -0.37
O (-0.238, -0.586, 1.169)  -0.28
O (-1.254, 0.618, -0.367)  -0.37
C (0.306, -2.368, 4.938)  -1.21
C (-0.996, -2.041, 4.186)  1.10
C (-1.268, -0.778, 3.807)  -1.11
C (-2.031, -3.159, 3.979)  -1.21
H (0.357, -3.434, 5.147)  0.36
H (1.167, -2.068, 4.322)  0.29
H (0.417, -1.814, 5.893)  0.27
H (-2.237, -0.509, 3.367)  0.29
H (-0.587, 0.050, 4.042)  0.29
H (-1.630, -4.107, 4.333)  0.36
H (-2.996, -2.971, 4.493)  0.27
H (-2.277, -3.236, 2.910)  0.29

The total energy comes out at -437.435173 a.u. The multiplicity is 2.

***

Density functional theory data (the ωB97M-V functional and the def2-TZVPD basis) for a cluster of 2 separate species, C4H8NO3S in total in a non-equilibrium geometry.

Each line ends with the Mulliken charge.
CARTESIAN COORDINATES (ANGSTROEM)
C (0.051, 0.150, -0.008)  0.58
C (-2.901, 1.790, 0.367)  -1.02
C (3.541, -2.566, 0.153)  -0.80
C (-2.319, 0.577, -0.393)  -0.40
N (1.112, 0.437, -0.695)  -0.32
O (-0.195, -0.498, 1.009)  -0.68
O (3.429, 1.177, -0.829)  -0.56
O (-1.033, 0.643, -0.802)  -0.39
S (2.523, 0.441, 0.097)  0.28
H (-2.183, 2.420, 0.708)  0.35
H (-3.382, 2.376, -0.463)  0.27
H (-3.480, 1.432, 1.158)  0.29
H (2.491, -2.554, -0.154)  0.25
H (3.582, -2.626, 1.287)  0.24
H (4.212, -3.416, -0.303)  0.23
H (-2.917, 0.487, -1.301)  0.32
H (-2.532, -0.273, 0.170)  0.36

The total energy comes out at -835.800398 a.u. The total charge is -1.

***

Density functional theory data (the ωB97M-V functional and the def2-TZVPD basis) for a cluster of 2 separate species, C4H8NO3S in total in a non-equilibrium geometry.

Each line ends with the Mulliken charge.
CARTESIAN COORDINATES (ANGSTROEM)
C (-0.085, -3.701, 1.339)  -0.67
C (0.196, 1.976, 0.421)  0.63
C (0.964, -0.896, -1.337)  -0.57
C (-0.003, 0.278, -1.230)  -0.50
N (0.248, 2.200, 1.674)  -0.51
O (0.256, 2.814, -0.478)  -0.67
O (0.192, 1.691, 4.051)  -0.53
O (-0.060, 0.605, 0.132)  -0.25
S (-0.369, 1.221, 2.787)  0.22
H (1.058, -3.522, 1.275)  0.21
H (-0.510, -3.570, 0.291)  0.19
H (1.899, -0.698, -0.762)  0.27
H (0.386, -1.912, -0.909)  -0.14
H (1.132, -1.129, -2.432)  0.33
H (-1.002, 0.030, -1.458)  0.28
H (0.234, 1.217, -1.664)  0.43
H (-0.458, -2.975, 2.062)  0.27

The total energy comes out at -835.794362 a.u. The total charge is -1.

***

Density functional theory data (the ωB97M-V functional and the def2-TZVPD basis) for the ion C4H8NO6S2 with charge -1 in a non-equilibrium geometry.

Each line ends with the Mulliken charge.
CARTESIAN COORDINATES (ANGSTROEM)
O (1.121, 2.276, 0.997)  -0.62
S (1.320, 1.029, 1.705)  1.24
O (2.607, 0.446, 1.482)  -0.55
O (0.690, 0.935, 2.975)  -0.50
N (0.065, -0.144, 0.352)  0.11
S (-0.310, -1.483, 1.441)  1.15
O (0.956, -1.723, 2.068)  -0.59
O (-0.734, -2.524, 0.517)  -0.68
O (-1.376, -0.962, 2.254)  -0.64
C (0.826, -0.523, -0.811)  -0.80
C (-0.183, -0.404, -1.956)  -0.55
C (-0.969, 0.842, -1.545)  -0.57
C (-1.051, 0.698, -0.020)  -0.59
H (1.196, -1.538, -0.660)  0.35
H (1.669, 0.166, -0.934)  0.32
H (-0.835, -1.279, -1.935)  0.28
H (0.285, -0.316, -2.936)  0.39
H (-0.400, 1.739, -1.793)  0.29
H (-1.953, 0.901, -2.007)  0.34
H (-0.955, 1.658, 0.491)  0.23
H (-1.969, 0.207, 0.313)  0.38

The SMILES is O=S(=O)([O-])[N+]1(S(=O)(=O)[O-])CCCC1. The total energy comes out at -1459.874688 a.u. The total charge is -1.

***

Density functional theory data (the ωB97M-V functional and the def2-TZVPD basis) for a cluster of 2 separate species, C4H8NOP in total in a non-equilibrium geometry.

Each line ends with the Mulliken charge.
CARTESIAN COORDINATES (ANGSTROEM)
C (-1.072, 0.593, -0.286)  0.45
C (1.884, 1.680, -0.113)  -0.33
C (-3.293, -0.483, -0.102)  -0.68
C (2.373, 0.470, 0.502)  -0.75
N (-1.932, -0.147, 0.021)  -0.20
O (-0.119, 1.156, -0.543)  -0.35
P (2.420, -1.297, -0.385)  0.00
H (2.113, 1.625, -1.131)  0.17
H (-3.746, -0.087, 0.898)  0.26
H (-3.233, -1.540, -0.129)  0.27
H (-3.888, 0.016, -0.837)  0.31
H (1.862, 0.307, 1.426)  0.35
H (3.366, 0.746, 0.753)  0.50
H (1.027, -0.995, -0.804)  0.00
H (2.239, -2.044, 0.730)  0.01

The total energy comes out at -628.346009 a.u.

***

Density functional theory data (the ωB97M-V functional and the def2-TZVPD basis) for the ion C4H8NOS with charge -1 in a non-equilibrium geometry.

Each line ends with the Mulliken charge.
CARTESIAN COORDINATES (ANGSTROEM)
C (1.207, 0.013, 0.990)  -1.18
C (0.509, 0.078, -0.373)  0.15
C (-0.046, -1.323, -0.714)  -1.02
S (1.227, -2.479, -1.281)  -0.58
N (-0.550, 1.094, -0.412)  -0.13
C (-1.761, 1.032, 0.181)  0.04
O (-2.460, 2.015, 0.387)  -0.63
H (2.155, 0.570, 0.954)  0.30
H (0.617, 0.448, 1.798)  0.32
H (1.579, -0.976, 1.225)  0.32
H (1.261, 0.342, -1.113)  0.35
H (-0.788, -1.225, -1.511)  0.27
H (-0.567, -1.625, 0.206)  0.26
H (-0.253, 2.032, -0.632)  0.23
H (-2.131, 0.003, 0.293)  0.31

The SMILES is C[C@@H](C[S-])NC=O. The total energy comes out at -685.439025 a.u. The total charge is -1.

***

Density functional theory data (the ωB97M-V functional and the def2-TZVPD basis) for the ion C4H8NOS with charge -1 in a non-equilibrium geometry.

Each line ends with the Mulliken charge.
CARTESIAN COORDINATES (ANGSTROEM)
C (0.811, -1.124, 1.516)  -0.86
N (-0.269, -1.144, 0.675)  -0.26
C (-1.035, 0.053, 0.670)  0.64
O (-1.778, 0.370, 1.667)  -0.66
C (-0.931, 0.799, -0.656)  -0.68
C (0.391, 0.961, -1.540)  -0.69
S (1.139, -0.607, -2.207)  -0.61
H (1.384, -2.049, 1.287)  0.29
H (1.460, -0.324, 1.265)  0.32
H (0.514, -1.193, 2.633)  0.26
H (0.105, -1.226, -0.310)  0.14
H (-1.652, 0.362, -1.350)  0.25
H (-1.371, 1.821, -0.410)  0.30
H (1.023, 1.577, -0.883)  0.24
H (0.207, 1.724, -2.356)  0.31

The SMILES is CNC(=O)CC[S-]. The total energy comes out at -685.411783 a.u. The total charge is -1.

***

Density functional theory data (the ωB97M-V functional and the def2-TZVPD basis) for a cluster of 2 separate species, C4H8NOS in total in a non-equilibrium geometry.

Each line ends with the Mulliken charge.
CARTESIAN COORDINATES (ANGSTROEM)
C (2.118, -0.693, 0.792)  -0.02
C (1.157, 0.197, 0.288)  0.21
C (-1.024, 1.474, -0.090)  -1.02
C (-0.169, 0.561, 0.632)  0.10
N (-1.166, -1.198, -0.623)  -0.73
O (1.963, 0.651, -0.806)  -0.34
S (3.170, -0.384, -0.436)  0.23
H (2.388, -1.181, 1.726)  0.36
H (-0.651, 1.539, -1.137)  0.33
H (-2.067, 1.005, -0.192)  0.28
H (-1.113, 2.372, 0.499)  0.40
H (-0.609, 0.068, 1.549)  0.37
H (-1.075, -1.372, -1.666)  0.26
H (-2.148, -1.069, -0.347)  0.29
H (-0.773, -1.968, -0.188)  0.28

The total energy comes out at -685.014751 a.u. The total charge is +1.

***

Q: Which formula does entry 6 have?
A: C4H8NO3S